1.
34
Properties=species:S:1:pos:R:3 method="wB97M-V/def2-TZVPD" max_force_ev_per_a=13.268 homo_lumo_gap_ev=8.12 spin_multiplicity=1 relative_energy_kj_mol=1256.2 e_lumo_ev=0.20
H 1.109 0.165 3.423
H 2.802 -0.738 -1.000
N 1.931 -0.325 -1.297
H 0.116 3.164 -1.455
C -0.123 -1.623 -2.124
H 1.104 3.552 0.629
C 1.305 -1.729 -2.127
H 0.121 -1.367 3.904
C -0.029 2.319 -0.711
C -1.951 0.472 2.103
C 1.206 0.543 -0.828
H -2.200 1.096 2.758
H -0.285 -2.587 -2.837
O -0.595 -2.175 -1.017
O 2.121 -2.401 -2.698
C 0.497 2.656 0.538
H -3.796 1.554 -0.424
H -2.660 -0.456 -1.204
H -3.602 2.311 1.041
H -1.109 2.457 -0.449
H -0.797 -0.703 -2.600
H -0.300 0.247 4.305
C -0.707 -0.298 2.277
C -0.859 -1.263 0.061
N 0.207 1.236 -1.450
C -2.579 0.484 0.939
H -4.614 0.753 1.083
H 0.059 2.499 1.330
C -0.249 -1.009 1.191
C -1.865 -0.491 -0.078
S 2.108 1.264 0.536
H 0.491 -1.863 1.438
C 0.213 -0.146 3.569
C -3.696 1.250 0.734


2.
141
Properties=species:S:1:pos:R:3 method="wB97M-V/def2-TZVPD" max_force_ev_per_a=1.203 homo_lumo_gap_ev=9.00 spin_multiplicity=1 charge=+1 relative_energy_kj_mol=0.0 e_lumo_ev=-3.10
H 3.393 0.448 -0.019
C -5.251 -1.100 -0.970
H -7.007 2.149 0.811
C 8.068 -1.562 8.096
Cl -0.006 -9.134 -1.216
C 4.156 -1.933 -6.659
H 3.397 -3.641 3.397
H -5.189 2.737 2.091
N 2.449 -1.971 -0.721
H -0.505 -4.449 2.137
Cl 2.801 -0.797 -6.726
C 4.080 1.130 -0.529
H 3.025 -1.165 -3.254
Cl 2.597 -8.330 -0.268
H -6.395 3.393 -0.262
Cl -3.685 11.759 -4.827
Cl -8.205 13.073 -2.680
H -2.870 -4.674 0.911
C -0.890 -3.433 2.060
Cl 6.471 -2.316 8.200
H 2.990 -5.432 1.369
H -6.613 1.546 -1.766
Cl 7.213 -2.276 1.645
C 1.314 -7.993 -1.443
H -2.144 0.653 2.359
C -2.726 3.312 -0.134
Cl -1.360 12.621 -6.299
C 3.553 -3.940 -1.846
Cl 5.941 2.607 5.207
Cl 3.620 2.358 3.515
H 1.027 -2.774 2.937
H -6.040 -0.050 0.738
C -7.709 13.102 -4.375
Cl -5.878 -6.649 2.739
C 0.239 -2.396 2.286
C 3.719 -2.567 -1.177
C -1.135 -0.230 0.760
H 4.179 -1.914 -1.908
Cl -6.209 14.013 -4.535
H -5.591 -2.254 0.813
O 2.306 -4.814 1.081
Cl -8.534 -6.081 1.769
C -1.215 0.596 1.804
H 3.132 1.304 -3.612
H -4.582 -4.572 1.267
Cl 3.536 -3.561 -6.364
Cl -1.024 -6.074 5.409
H -2.045 -0.467 0.214
H -4.547 4.423 -0.053
H -2.006 -2.412 3.647
C -2.198 12.703 -4.745
C -2.641 -6.017 6.131
C 2.960 0.909 -2.610
H 4.449 3.027 0.498
Cl -6.483 -6.952 -0.063
C 0.054 8.122 -3.205
H -5.579 -1.222 -2.005
C 1.827 -1.003 -1.437
H 2.676 -3.226 -3.676
Cl -7.582 -8.802 1.860
Cl 6.540 -1.777 4.406
H -6.101 -3.013 -0.671
O 4.187 0.861 -1.921
Cl 6.148 1.241 2.676
C 2.347 -0.488 -2.754
C 5.456 5.596 -3.395
C 0.662 -0.453 -0.938
H 2.762 2.616 0.283
C 0.771 -1.869 0.985
Cl -1.514 8.238 -2.401
Cl 1.964 -8.150 -3.078
C 3.744 2.588 -0.197
Cl 5.232 -1.473 -5.327
C 3.672 -3.132 2.470
Cl 8.979 -0.710 3.300
Cl 4.633 4.515 -4.532
H -7.213 -0.339 -0.580
Cl 0.729 -6.345 -1.200
Cl -2.962 -7.527 6.975
C -2.137 -3.229 2.932
H 2.225 1.574 -2.147
C 7.871 -2.078 3.285
Cl 5.789 4.103 2.745
C -3.999 3.752 0.604
Cl 1.324 8.665 -2.102
H -4.161 -4.017 -1.085
C -7.125 -7.125 1.575
C -3.702 -3.979 1.019
Cl -3.840 -5.788 4.849
C -5.977 1.360 -0.901
H -1.909 3.115 0.562
C 2.441 -3.940 -2.892
H 3.632 3.182 -1.101
C 1.934 -2.405 0.458
Cl 6.140 4.640 -2.076
Cl -2.732 -4.667 7.262
Cl -2.584 14.387 -4.373
H 1.473 -0.400 -3.403
H 3.428 -4.730 -1.110
Cl 8.725 -3.547 3.745
C 0.114 -0.854 0.270
C -6.186 -0.058 -0.343
H -4.345 1.631 1.001
C -3.432 -2.978 2.165
H 4.502 -4.136 -2.349
H -1.191 -3.308 1.017
C -6.158 2.428 0.183
H -4.943 1.425 -1.253
Cl 6.749 6.453 -4.230
H -3.504 -1.951 1.798
C 5.377 2.581 3.539
Cl 7.973 -0.135 7.059
H -4.242 -3.069 2.892
H -3.676 4.312 1.480
Cl -7.447 11.444 -4.937
Cl 0.055 9.132 -4.645
H -3.175 -2.647 -0.632
B 2.659 -3.529 1.342
C -5.293 -2.433 -0.221
Cl 5.040 -1.893 -8.176
H 3.651 -2.059 2.660
H -0.405 1.249 2.107
H 2.347 -4.919 -3.350
H -0.209 -1.562 2.821
H 4.698 -3.434 2.249
Cl 4.291 6.753 -2.753
C -4.888 2.578 1.056
H -4.242 -0.675 -1.004
H 1.511 -3.642 -2.409
H -2.876 2.399 -0.712
Cl -1.152 12.043 -3.485
Cl 0.365 6.439 -3.661
H 4.419 -2.594 -0.342
H -2.362 4.071 -0.826
C -4.007 -3.276 -0.298
Cl 9.217 -2.711 7.408
H 0.165 0.311 -1.518
H -2.273 -4.119 3.546
H 5.064 0.908 -0.117
Cl -8.973 13.857 -5.347
Cl 8.601 -1.087 9.708


3.
32
Properties=species:S:1:pos:R:3 method="wB97M-V/def2-TZVPD" max_force_ev_per_a=3.135 homo_lumo_gap_ev=3.38 spin_multiplicity=1 charge=-1 e_lumo_ev=0.85
C 2.003 -1.471 1.535
O 1.718 1.592 1.938
H -0.683 2.411 -3.264
H -1.871 1.162 -1.967
N -0.108 2.164 -2.465
H 1.476 -1.595 2.478
O 3.757 -0.601 2.910
H 0.724 1.780 -2.901
O -1.196 -0.982 0.896
C 1.307 1.026 0.985
C -0.802 0.988 -1.877
C 1.295 -0.454 0.633
O -1.593 3.087 0.297
H -3.684 2.018 0.276
I -2.410 -3.570 -4.013
O 0.145 -1.618 -1.014
C -0.414 0.757 -0.395
H 2.077 -2.414 0.996
O -3.173 1.198 0.210
H -0.725 2.088 2.459
O 0.726 1.589 -0.131
N -0.958 -1.946 1.955
C 3.385 -0.954 1.860
C -0.108 -0.725 0.062
H -0.574 0.132 -2.512
P -1.709 1.657 0.624
H 1.898 -0.451 -0.280
N -2.040 -2.366 -1.854
O -1.447 1.503 2.193
Br 4.634 -0.846 0.330
C -0.950 -2.163 -1.511
O -0.699 -2.996 1.547


4.
19
Properties=species:S:1:pos:R:3 method="wB97M-V/def2-TZVPD" smiles="C/C(N)=C/N.O.O" max_force_ev_per_a=4.158 homo_lumo_gap_ev=8.73 spin_multiplicity=1 relative_energy_kj_mol=339.1 e_lumo_ev=0.56
H 0.086 2.590 -1.398
O -1.323 -2.174 -3.583
N 0.215 2.319 -0.417
H -1.736 1.026 1.342
H 1.574 0.809 2.828
C 0.499 0.580 2.704
H -0.125 3.081 0.165
H 0.530 -1.966 -1.217
O 1.240 -2.059 -0.572
H 0.784 -1.789 0.238
H 0.104 -0.308 3.212
H -2.264 -2.037 -3.725
H 1.907 1.185 0.386
H -1.516 -0.628 1.276
N -1.175 0.266 0.965
H -1.226 -2.480 -2.678
H 0.087 1.516 3.142
C 0.823 1.418 0.397
C 0.195 0.504 1.220


5.
139
Properties=species:S:1:pos:R:3 method="wB97M-V/def2-TZVPD" max_force_ev_per_a=9.345 homo_lumo_gap_ev=6.90 spin_multiplicity=1 charge=+1 e_lumo_ev=-3.66
H 5.656 -0.606 -2.634
O -6.107 -1.840 5.598
H -7.939 -1.714 1.703
H -0.040 -4.415 1.652
C 5.177 -4.331 -5.466
O -0.820 2.118 -0.541
O 5.684 -6.386 -0.006
S 3.165 0.864 -0.784
C 4.415 -0.555 1.314
P 5.997 -4.757 0.551
H -4.534 -1.670 6.903
H -4.724 3.836 -5.290
H 3.345 -0.907 1.435
C 6.509 3.359 2.039
H 4.586 -3.357 -5.624
O -0.730 1.728 -2.801
C -6.357 -1.749 8.026
C 5.209 -3.458 -0.607
H 1.024 -0.491 -2.542
H -6.130 -2.789 8.272
C -5.561 -1.305 6.807
H -1.335 4.617 -1.434
C -5.275 3.658 -4.361
H 3.282 -3.957 -2.842
H -0.805 -0.408 0.058
H -7.493 0.678 2.812
C -2.036 5.355 -1.831
H -11.252 -1.391 3.116
H 8.434 2.707 1.148
C 3.098 -4.356 -1.794
O 7.400 -4.398 -4.274
H -3.484 3.187 -3.255
C -9.874 -1.732 4.755
H 6.573 2.743 3.017
H 6.561 0.826 2.057
O 5.680 -3.211 -3.167
C 1.393 -1.392 3.244
H -3.627 4.065 -1.149
H -10.088 -0.804 5.294
O -7.728 -0.187 6.047
H -2.357 -1.018 3.698
C 6.150 0.484 -0.247
H -6.491 7.193 -5.669
H -2.299 -3.335 2.331
C -5.471 8.451 -4.188
C -3.409 5.133 -1.228
H -0.002 0.218 4.256
H -5.901 0.516 2.064
C 0.022 -0.770 3.670
O -4.289 6.355 -5.080
H 3.270 -5.164 0.679
H 4.146 -1.186 -3.362
H -7.509 8.381 -4.905
H 1.951 -4.509 -1.745
H 0.036 -2.017 -2.257
H -7.439 -1.714 7.868
C 6.215 -3.998 -4.268
O -4.487 5.771 -1.896
C 5.102 -0.730 -0.119
C -1.347 -1.436 3.391
C -7.002 -1.338 2.119
C 0.499 -1.109 -1.738
C 4.511 -0.457 -2.540
H 1.435 -0.905 0.397
H -5.486 -0.219 6.745
B 4.229 1.011 -3.188
H 7.178 2.973 -0.158
H 6.997 -4.007 -1.762
H 5.516 -5.666 2.577
C 1.513 -1.554 -0.528
C 6.974 0.971 1.019
H -1.732 -0.737 -1.488
H 6.969 0.188 -1.019
N 7.195 4.672 2.369
H -6.333 8.896 -6.125
H -6.210 -1.764 1.494
H 2.808 -4.398 2.773
H -6.211 3.158 -4.626
H 0.929 -2.504 -0.213
H -6.119 -1.130 8.893
H 1.740 -4.337 0.352
H -5.745 9.353 -3.633
H -4.332 1.768 -3.870
C 5.858 -4.027 -1.997
H -4.478 8.643 -4.594
H 8.016 0.471 0.999
O 5.071 2.177 -3.088
H 1.962 1.028 -1.388
C 5.988 -2.058 -0.315
H 7.388 4.659 3.390
C 7.313 2.569 0.900
H 4.421 0.526 1.725
Br 7.408 -2.318 1.103
C 2.845 -4.087 0.600
C 2.802 -3.483 2.055
C -6.499 8.217 -5.286
O 3.029 1.157 -4.020
H 5.634 -5.117 -2.213
H 5.819 1.996 -3.717
H -7.352 0.497 1.057
H 5.025 -1.146 2.101
H -9.890 -2.463 2.721
H 6.672 -1.886 -1.231
H -4.979 2.653 -2.470
C -0.751 -0.295 -1.076
P -4.450 6.060 -3.585
H -0.471 0.990 -3.401
C -6.938 0.173 2.015
O 5.516 -4.780 2.155
H 6.518 5.432 2.221
C 0.012 -3.402 2.200
H 2.379 -0.852 3.487
O -8.529 -2.136 4.972
H -1.661 6.348 -1.570
H 3.533 -5.411 -1.617
C -10.185 -1.570 3.280
O -5.432 7.361 -3.263
H -3.403 5.509 -0.200
H -10.518 -2.510 5.174
H 3.278 1.211 -4.969
O -5.618 4.888 -3.742
O -6.832 -1.875 3.422
N 3.957 -0.707 -1.160
H -9.643 -0.715 2.868
C -1.333 -2.778 2.618
H 4.724 -6.508 -0.188
H 5.763 1.460 -0.709
C -4.475 2.763 -3.434
C 3.599 -3.316 -0.607
C 1.418 -2.758 2.484
H 3.727 -2.903 2.411
H -2.033 5.275 -2.923
H 5.397 3.479 1.808
C -0.753 1.257 -1.449
C 3.009 -1.887 -1.050
H 2.700 -2.048 -2.159
H 4.495 -5.172 -5.085
H 5.798 -4.639 -6.367
P -7.319 -1.010 4.821


6.
14
Properties=species:S:1:pos:R:3 method="wB97M-V/def2-TZVPD" max_force_ev_per_a=7.599 homo_lumo_gap_ev="8.62 / 6.66" spin_multiplicity=3 s_squared=2.0103 e_lumo_ev="0.56 / -3.66"
H 1.096 1.855 -0.126
O -0.614 0.021 -2.289
C 0.202 -0.245 -0.214
H -0.698 -1.434 2.137
O -0.881 -1.874 -1.317
C 1.262 1.083 -0.861
N -0.568 -0.700 -1.325
H 0.806 1.516 -1.770
C -0.688 0.253 0.942
O -0.878 1.442 0.888
N -1.121 -0.594 1.877
H 2.305 0.560 -0.899
Br 1.483 -1.653 0.329
H -1.707 -0.230 2.627


7.
65
Properties=species:S:1:pos:R:3 method="wB97M-V/def2-TZVPD" max_force_ev_per_a=5.637 homo_lumo_gap_ev="6.50 / 6.46" spin_multiplicity=1 relative_energy_kj_mol=211.0 e_lumo_ev="-0.26 / 0.23"
H 0.627 3.729 -0.104
H 0.246 -0.088 4.072
C -2.417 1.131 -1.151
H -3.266 1.646 -1.596
Si 1.503 -3.585 2.610
C 2.542 0.826 -1.053
H 2.879 2.998 -2.891
H -1.360 -1.385 -1.290
H -3.012 -2.144 -1.275
C 0.946 3.040 -0.895
H 0.619 1.987 -4.637
H -1.142 4.539 -1.425
P -2.643 -0.837 0.821
H -5.110 -1.170 1.162
Zn -0.915 -0.886 1.934
C -2.723 0.925 0.325
H -1.102 3.529 -3.544
H 2.639 -1.477 3.307
H 3.478 -3.986 1.108
H 2.682 0.006 -0.312
H 1.833 3.869 -4.044
H 2.155 1.223 -4.238
H -1.953 1.432 0.957
H 1.206 -5.093 4.607
C 0.645 0.917 -2.684
H -0.760 -3.410 1.627
H 2.038 -4.773 0.444
H -1.622 3.788 0.139
H 3.530 1.182 -1.366
H -2.696 3.682 -1.289
H -1.377 1.819 -3.980
H 2.229 -2.999 0.322
H -3.678 1.423 0.524
C -1.516 2.571 -3.200
C 2.698 -2.531 3.621
H 1.941 -0.801 -2.398
C -0.193 -2.843 2.389
H 0.543 -5.860 3.156
H -0.609 1.293 3.269
H -2.602 2.716 -3.114
C 1.308 1.771 -3.809
C 1.368 -5.243 3.530
H -1.695 -2.745 -0.205
H -2.264 0.213 -1.723
C 1.776 0.258 -2.123
H 2.271 -5.869 3.451
H 0.978 0.714 2.585
H 3.732 -2.886 3.469
H 2.690 2.550 0.249
H -0.731 -3.011 3.355
H 2.474 -2.594 4.698
H -4.163 -2.569 1.695
P -0.830 2.056 -1.464
H -4.160 -1.119 2.694
H -0.126 0.244 -3.061
C 2.394 -3.875 0.968
C -1.647 3.678 -0.959
C 1.868 2.008 -0.260
C 1.831 3.108 -3.246
H 0.563 4.598 -2.287
C -2.146 -1.844 -0.645
C 1.008 3.625 -2.175
H 1.330 1.557 0.593
C -4.151 -1.458 1.647
C 0.038 0.427 3.112


8.
13
Properties=species:S:1:pos:R:3 method="wB97M-V/def2-TZVPD" smiles=C1OC[C@@H]2N[C@@H]12 max_force_ev_per_a=5.029 homo_lumo_gap_ev=10.14 spin_multiplicity=1 relative_energy_kj_mol=702.3 e_lumo_ev=0.68
C -0.794 0.293 -1.070
C -0.708 0.366 0.423
H -0.325 1.175 -1.394
H -1.366 -0.310 1.121
O 0.018 -0.987 -1.234
H -1.622 0.029 -1.695
H 2.085 -1.298 -0.467
C 1.032 -1.128 -0.069
H 1.073 0.913 -0.330
H 0.977 -1.889 0.685
C 0.776 0.279 0.685
H -0.694 1.044 2.255
N -0.301 1.338 1.411